1.
C9H16CrN2PS | ωB97M-V/def2-TZVPD

Each line ends with the Löwdin spin population.
Atoms and positions in Å:
1 C -3.688 -1.216 -0.633  -0.005
2 C -2.981 -2.264 0.031  0.029
3 C -2.682 -1.832 1.359  0.012
4 C -3.179 -0.481 1.516  0.019
5 C -3.814 -0.109 0.282  0.024
6 Cr -1.665 -0.423 -0.042  2.951
7 P -1.021 0.530 -2.331  -0.010
8 H -4.173 -1.294 -1.611  -0.004
9 H -2.761 -3.260 -0.361  0.009
10 H -2.212 -2.466 2.116  0.000
11 H -4.337 0.831 0.104  0.009
12 H -3.133 0.146 2.400  0.003
13 H -1.701 1.753 -2.578  0.007
14 H -1.405 -0.267 -3.443  -0.007
15 H 0.349 0.833 -2.574  -0.009
16 S -0.125 -0.327 1.852  0.024
17 C 1.209 0.193 0.935  -0.019
18 N 1.853 -0.560 0.034  -0.013
19 C 3.159 -0.236 -0.541  -0.002
20 C 3.818 0.823 0.318  -0.001
21 C 2.859 1.974 0.535  -0.002
22 N 1.681 1.428 1.178  -0.015
23 H 1.444 -1.495 -0.107  0.001
24 H 3.025 0.159 -1.556  0.000
25 H 3.734 -1.159 -0.604  0.000
26 H 4.778 1.155 -0.089  0.000
27 H 4.064 0.382 1.280  0.000
28 H 2.602 2.428 -0.430  -0.001
29 H 3.242 2.747 1.198  0.000
30 H 1.059 2.006 1.762  0.000

Properties
- ⟨S²⟩: 3.88
- Spin multiplicity: 4
- Highest occupied orbital energy (spin up / spin down): -5.75 / -4.37 eV
- DFT total energy: -61115.7440 eV
- Kohn-Sham gap (spin up / spin down): 0.2259 / 0.1767 hartree
- Net charge: 0

2.
C5H13N | ωB97M-V/def2-TZVPD

Each line ends with the Mulliken charge.
Atoms and positions in Å:
1 C 0.914 0.580 2.633  -0.820
2 N 0.318 1.051 1.384  -0.628
3 C -0.644 -0.901 -0.198  -0.387
4 C -1.181 -0.491 -1.429  -0.085
5 C 0.711 -1.314 -0.857  -1.151
6 C -0.876 0.850 -2.002  -1.050
7 H 1.770 -0.068 2.460  0.263
8 H 1.279 1.456 3.181  0.319
9 H 0.183 0.108 3.302  0.260
10 H -0.391 1.734 1.639  0.200
11 H -1.183 -1.644 0.387  0.359
12 H -0.221 0.291 0.719  0.272
13 H -1.744 -1.227 -2.014  0.412
14 H 1.345 -0.412 -0.895  0.379
15 H 1.334 -1.819 -0.102  0.348
16 H 0.801 -1.851 -1.805  0.382
17 H -0.246 0.797 -2.897  0.276
18 H -1.774 1.408 -2.277  0.364
19 H -0.396 1.453 -1.230  0.288

Properties
- Spin multiplicity: 1
- Highest occupied orbital energy: -7.22 eV
- DFT total energy: -6881.1827 eV
- ΔE to the lowest compared entry with this formula, charge and spin: 5.015 eV
- Kohn-Sham gap: 0.2643 hartree
- SMILES: C/C=C\C.CN
- Net charge: 0

3.
C12H12N2OZn | ωB97M-V/def2-TZVPD

Each line ends with the Mulliken charge.
Atoms and positions in Å:
1 Zn 0.104 0.166 1.584  0.012
2 C 1.037 -1.069 3.369  -0.319
3 C 1.905 0.012 3.133  -0.292
4 C 1.412 1.327 3.167  -0.410
5 C 0.055 1.565 3.450  -0.268
6 C -0.816 0.480 3.697  -0.285
7 C -0.324 -0.836 3.649  -0.378
8 H 1.416 -2.083 3.339  0.513
9 H 2.950 -0.170 2.919  0.500
10 H 2.078 2.161 2.984  0.538
11 H -0.316 2.582 3.485  0.520
12 H -1.859 0.660 3.927  0.523
13 H -0.985 -1.672 3.837  0.547
14 N -1.349 -0.794 -5.195  -0.355
15 C -0.301 -0.208 -4.588  0.284
16 O 0.674 0.240 -5.141  -0.532
17 C -0.329 -0.142 -3.066  0.745
18 C -0.984 -1.050 -2.242  -0.702
19 C -0.852 -0.936 -0.875  0.122
20 N -0.110 0.042 -0.314  -0.504
21 C 0.524 0.933 -1.114  0.052
22 C 0.441 0.859 -2.481  -0.622
23 H -1.343 -0.823 -6.204  0.254
24 H -2.213 -0.998 -4.727  0.193
25 H -1.570 -1.867 -2.640  0.423
26 H -1.337 -1.637 -0.210  0.457
27 H 1.110 1.704 -0.631  0.477
28 H 0.981 1.553 -3.111  0.504

Properties
- Spin multiplicity: 1
- Highest occupied orbital energy: -15.78 eV
- DFT total energy: -66068.6510 eV
- Kohn-Sham gap: 0.2995 hartree
- Net charge: +2

4.
C17H25N3O6 | ωB97M-V/def2-TZVPD

Each line ends with the Mulliken charge.
Atoms and positions in Å:
1 O -6.327 3.911 -1.934  -0.640
2 O 5.195 0.741 -1.146  -0.561
3 O -0.651 -0.027 -1.600  -0.652
4 O -4.910 2.011 -4.983  -0.693
5 O 3.559 1.237 0.332  -0.458
6 O 4.717 -0.707 2.065  -0.343
7 C -5.949 3.071 -1.133  0.625
8 C 4.592 0.480 -0.119  0.477
9 C -0.717 1.156 -1.318  0.550
10 C -5.099 1.554 -3.862  -0.015
11 C 5.880 -5.282 3.974  -0.398
12 C 7.039 -4.506 4.051  -0.498
13 C 4.679 -4.698 3.560  -0.501
14 C 6.998 -3.148 3.711  -0.506
15 C 4.638 -3.338 3.226  -0.243
16 C 5.799 -2.548 3.291  0.660
17 N 0.289 1.706 -0.674  -0.277
18 N -6.013 0.583 -3.723  -0.124
19 N -4.983 2.192 -1.394  -0.075
20 C -6.579 2.992 0.237  -1.195
21 C 5.037 -0.772 0.656  -0.368
22 C 5.771 -1.066 2.977  -0.905
23 C -6.356 -0.212 -2.543  -0.672
24 C -1.929 2.024 -1.653  -0.739
25 C -2.984 1.290 -2.501  -0.795
26 C -4.272 2.112 -2.680  0.073
27 H 3.523 1.982 -0.288  0.352
28 H 5.911 -6.336 4.235  0.361
29 H 7.972 -4.957 4.376  0.364
30 H 3.776 -5.298 3.501  0.368
31 H 7.907 -2.557 3.783  0.329
32 H 3.695 -2.894 2.921  0.409
33 H 1.042 1.085 -0.428  0.223
34 H 0.266 2.674 -0.413  0.188
35 H -6.490 0.360 -4.583  0.276
36 H -4.742 1.527 -0.680  0.377
37 H -7.336 3.772 0.319  0.332
38 H -5.814 3.147 0.995  0.310
39 H -7.044 2.017 0.367  0.309
40 H 6.110 -0.912 0.496  0.379
41 H 4.526 -1.637 0.225  0.272
42 H 6.743 -0.749 2.586  0.459
43 H 5.612 -0.522 3.913  0.325
44 H -7.021 0.359 -1.892  0.188
45 H -6.872 -1.122 -2.855  0.346
46 H -5.455 -0.497 -1.997  0.214
47 H -1.590 2.907 -2.196  0.352
48 H -2.373 2.349 -0.712  0.407
49 H -3.232 0.335 -2.035  0.227
50 H -2.550 1.088 -3.482  0.443
51 H -3.987 3.124 -2.972  0.463

Properties
- Spin multiplicity: 1
- Highest occupied orbital energy: -9.37 eV
- DFT total energy: -34790.9162 eV
- ΔE to the lowest compared entry with this formula, charge and spin: 0.150 eV
- Kohn-Sham gap: 0.3553 hartree
- SMILES: CNC(=O)[C@H](CCC(N)=O)NC(C)=O.O=C(O)COCc1ccccc1
- Net charge: 0